1.
A cluster of 2 separate species, C10H17BCl3FIN4O9S2 in total at a distorted geometry. Source: the Open Molecules 2025 dataset; level of theory: wB97M-V/def2-TZVPD.

CARTESIAN COORDINATES (ANGSTROEM)
C1 -3.38 1.97 -2.40
O1 -2.15 1.88 -1.61
B1 -2.13 0.64 -0.90
O2 -3.42 0.07 -0.56
N1 -0.90 -0.09 -0.44
C2 -0.26 -0.33 0.81
N2 -0.64 0.15 1.98
C3 0.20 -0.29 3.17
C4 -0.44 0.14 4.58
O3 -1.56 -0.16 4.99
I1 0.84 1.32 5.91
O4 -1.67 0.98 2.24
C5 -1.35 2.39 2.00
C6 -1.28 3.30 3.32
C7 0.17 4.01 3.33
O5 -2.25 4.40 3.20
N3 0.92 -1.19 0.68
C8 0.91 -1.43 -0.73
S1 2.27 -2.55 -1.31
C9 2.96 -3.36 0.24
O6 1.76 -3.70 -2.15
O7 3.37 -1.83 -2.07
N4 -0.17 -0.77 -1.42
S2 -0.48 -0.84 -3.12
O8 -1.78 -1.56 -3.42
O9 0.61 -1.58 -3.86
F1 -0.53 0.69 -3.81
H1 -3.30 2.79 -3.19
H2 -3.52 0.99 -2.99
H3 -4.32 2.17 -1.78
H4 -3.36 -0.86 -0.88
H5 0.28 -1.44 3.19
H6 1.24 0.17 3.07
H7 -2.22 2.81 1.37
H8 -0.42 2.49 1.35
H9 -1.52 2.76 4.29
H10 0.19 4.90 4.05
H11 0.31 4.43 2.26
H12 1.03 3.28 3.50
H13 -1.93 4.98 2.47
H14 3.86 -4.04 -0.02
H15 2.09 -3.95 0.70
H16 3.28 -2.59 1.03
C10 3.66 -4.20 -5.33
Cl1 5.14 -3.25 -5.14
Cl2 2.94 -3.93 -6.92
Cl3 3.99 -5.92 -5.08
H17 2.95 -3.88 -4.57

Values from the calculation:
Net charge = +1
LUMO energy = -5.776 eV
HOMO-LUMO gap = 6.6 eV
HOMO energy = -12.420 eV
2S+1 = 1
Energy relative to the best compared isomer or geometry (same formula, charge and spin) = 585.7 kJ/mol

Here are the natural (NBO) charges for atoms 1 to 5, given in e:
1. C -0.2797
2. O -0.6904
3. B 1.2412
4. O -0.8715
5. N -0.4657

2.
An isolated molecule of H4NO2PS at a distorted geometry. Source: the Open Molecules 2025 dataset; level of theory: wB97M-V/def2-TZVPD.

CARTESIAN COORDINATES (ANGSTROEM)
O1 0.63 -1.35 -0.22
P1 0.50 0.17 -0.69
O2 1.76 0.88 0.05
N1 -0.75 0.60 0.41
S1 -2.32 -0.49 -0.09
H1 0.37 -1.26 0.73
H2 2.28 1.39 -0.52
H3 -1.03 1.55 0.14
H4 -1.43 -1.51 0.20

Values from the calculation:
Net charge = 0
LUMO energy = -0.097 eV
HOMO-LUMO gap = 8.9 eV
HOMO energy = -8.951 eV
SMILES string = OP(O)NS
2S+1 = 1
Energy relative to the best compared isomer or geometry (same formula, charge and spin) = 236.2 kJ/mol

Here are the natural (NBO) charges for atoms 1 to 5, given in e:
1. O -0.9778
2. P 1.4230
3. O -0.9902
4. N -1.0392
5. S 0.0808

Q: What is the LUMO energy in the first record?
A: -5.776 eV